{
  "formula": "C18H29Br5F2Li2MgN5O8P",
  "method": "wB97M-V/def2-TZVPD",
  "species": ["C", "C", "O", "N", "C", "C", "C", "N", "C", "C", "N", "P", "N", "C", "O", "N", "C", "O", "F", "H", "H", "H", "H", "H", "H", "H", "H", "H", "H", "H", "C", "O", "C", "C", "O", "C", "H", "H", "H", "H", "H", "H", "H", "H", "H", "H", "O", "H", "Li", "F", "Mg", "Br", "Li", "Br", "C", "Br", "Br", "Br", "H", "O", "C", "O", "C", "C", "C", "H", "H", "H", "H", "H", "H"],
  "coordinates": [[4.293237, 0.121857, 0.766630], [4.611661, -1.364957, 1.335456], [5.767531, -1.815132, 1.077951], [3.557885, -2.119402, 2.073408], [4.115627, -2.935600, 3.193057], [2.832640, -2.904032, 1.047062], [3.713598, -4.101535, 0.385726], [4.343609, -5.020709, -0.069488], [1.355173, -3.393659, 1.499032], [0.836667, -2.635940, 2.826168], [0.762272, -1.907676, 3.793373], [1.382825, -5.248341, 1.934744], [0.997459, -6.243565, 0.725956], [0.265083, -2.996459, 0.371942], [-0.575310, -3.768054, -0.128725], [0.206225, -1.557221, -0.086718], [-1.130312, -1.025591, 0.333011], [-1.669286, -1.276694, 1.460971], [-1.899954, -0.153071, -0.525488], [4.980529, 0.256060, -0.158401], [3.188161, 0.137534, 0.482146], [4.588264, 0.869080, 1.579050], [3.584180, -2.566048, 4.160592], [3.916214, -4.058003, 3.133453], [5.236231, -2.784912, 3.386599], [2.653417, -2.173965, 0.160107], [0.503534, -5.408450, 3.065388], [2.691468, -5.689997, 2.404184], [0.142404, -6.741152, 1.075925], [0.926744, -1.005194, 0.428009], [-1.035662, 6.051506, -0.742889], [-2.020519, 5.060735, -1.015480], [-1.461128, 3.897955, -1.615649], [-1.328178, 2.763359, -0.603358], [-0.343134, 3.051671, 0.386903], [-0.924139, 3.452581, 1.622904], [-1.493380, 6.825031, -0.122329], [-0.180761, 5.635007, -0.204273], [-0.698203, 6.506461, -1.677476], [-0.497077, 4.122520, -2.085834], [-2.153333, 3.584057, -2.405759], [-0.988137, 1.864544, -1.131036], [-2.294689, 2.537705, -0.137313], [-1.382438, 2.587458, 2.118596], [-1.671282, 4.237598, 1.484506], [-0.129057, 3.839270, 2.262908], [-0.443339, 4.417050, -4.273134], [-1.392052, 4.375618, -4.178659], [-1.267686, 1.081067, -2.592034], [2.547012, -0.802072, 5.132377], [6.023433, 1.263559, -1.524618], [2.265709, -8.424018, 0.329261], [0.130380, 0.265858, 1.757412], [2.977845, 2.012278, -1.622416], [2.758265, -8.356024, -3.915075], [3.456966, -7.093130, -2.620503], [2.801144, -7.640177, -5.718696], [3.651464, -10.074331, -3.799930], [1.711697, -8.523693, -3.663831], [-4.644653, 4.394915, -3.124398], [-5.396968, 4.313764, -2.187540], [-6.703131, 3.940720, -2.289027], [-7.330715, 4.056079, -1.007769], [-6.201992, 3.997693, -0.005574], [-5.060268, 4.646224, -0.759642], [-7.872740, 5.005677, -0.968888], [-8.040859, 3.238222, -0.871783], [-6.439240, 4.490009, 0.939312], [-5.952528, 2.953485, 0.211487], [-5.055784, 5.731642, -0.637099], [-4.098634, 4.222935, -0.474744]],
  "atomic_forces_ev_per_a": [[-0.19, -2.04, 1.02], [3.91, 0.14, -1.65], [-4.59, 1.28, 1.52], [1.07, -0.65, -1.76], [-0.08, -0.27, 2.71], [0.73, 0.76, -1.45], [1.19, -2.62, -0.86], [-3.09, 4.54, 2.18], [-0.24, 1.46, 1.40], [1.37, 2.19, 1.27], [-0.28, -3.03, -4.22], [-0.24, -2.16, -0.14], [-0.97, -0.15, 0.95], [-2.71, -3.30, -1.26], [3.46, 3.27, 2.23], [-1.74, 0.69, 1.46], [-3.02, -1.27, 4.14], [2.94, 1.78, -5.96], [2.54, -2.29, 1.14], [-1.58, -0.62, 1.86], [1.66, 0.62, 0.24], [-0.70, -0.96, -1.15], [0.69, -0.21, -1.48], [0.38, 1.50, -0.47], [-1.71, -0.16, -0.79], [0.48, -1.28, 1.23], [0.63, 0.59, -0.45], [-0.79, 1.26, -0.23], [0.79, 0.41, -0.95], [-0.11, -0.46, -0.97], [0.02, 0.30, -0.12], [0.29, -0.52, 0.37], [-0.13, 0.25, 0.40], [0.08, 1.24, 0.07], [-0.28, -0.74, 0.06], [0.20, 0.15, 0.09], [-0.10, -0.14, -0.06], [0.02, -0.01, -0.06], [0.10, -0.10, 0.02], [-0.16, -0.12, -0.27], [0.00, 0.00, -0.10], [0.39, 0.06, 0.43], [0.01, -0.09, 0.04], [-0.24, 0.04, 0.14], [-0.01, -0.11, -0.02], [0.00, -0.08, -0.15], [0.51, -0.74, 0.35], [-0.60, 0.20, -0.22], [0.21, 0.45, -0.89], [0.06, -0.25, -0.68], [-0.78, 0.64, -0.61], [-0.26, 0.34, 0.52], [0.24, 0.50, 1.37], [0.65, -0.38, -0.03], [-0.08, 0.08, 0.18], [0.04, -0.14, -0.59], [0.02, -0.14, 0.28], [-0.14, 0.36, -0.04], [0.30, 0.03, -0.07], [-0.78, -0.45, 0.36], [0.78, 0.48, -0.79], [0.38, -0.04, -0.17], [-0.51, -0.06, 0.22], [0.04, -0.03, 0.62], [-0.21, -0.44, 0.49], [0.04, -0.05, -0.02], [0.03, 0.10, -0.26], [-0.07, -0.07, -0.09], [-0.08, 0.08, 0.01], [0.21, -0.07, -0.08], [0.03, 0.45, -0.22]],
  "lowdin_charge": [-0.102, -0.349, 0.038, -0.095, -0.064, -0.254, -0.128, 0.176, -0.332, -0.181, 0.180, 0.835, -0.422, -0.313, 0.128, 0.139, -0.321, 0.118, 0.021, -0.144, -0.003, 0.121, 0.084, 0.069, 0.118, 0.147, 0.048, 0.050, -0.002, 0.089, -0.074, -0.199, -0.234, -0.235, -0.204, -0.084, 0.091, 0.087, 0.102, 0.102, 0.099, 0.032, 0.125, 0.080, 0.097, 0.105, -0.457, -0.170, 0.780, -0.749, 0.691, 0.033, 0.746, -0.349, -1.615, 0.475, 0.541, 0.549, -0.026, 0.126, -0.467, 0.031, -0.166, -0.165, -0.081, 0.130, 0.126, 0.119, 0.116, 0.145, 0.097],
  "e_tot_ha": -15204.62517,
  "max_force_ev_per_a": 6.9,
  "e_homo_ev": -6.40,
  "spin_multiplicity": 1,
  "homo_lumo_gap_ev": 1.38
}